Record 1
Computed, not measured: 6 unconnected molecules or ions with the total composition C35H57B4N7O6 in a non-equilibrium geometry, with ωB97M-V/def2-TZVPD.

Geometry as XYZ:
```
109
C35H57B4N7O6 (ωB97M-V/def2-TZVPD)
H -3.8609 0.8529 1.9018
H 1.7663 1.3591 -7.3920
H -4.2437 -4.2262 -0.7024
C -3.0871 -5.9511 -1.1207
H -3.3473 -1.8398 5.3116
C -5.1725 -1.0657 2.0584
N -5.5585 -0.8880 0.6290
H -0.8437 1.6840 0.6512
C -0.8713 -1.6444 0.2521
C 3.5064 3.0229 -1.9455
C 5.9087 -0.6243 2.5813
H -0.0579 -0.1542 -1.3256
H -1.1238 3.8427 0.8347
H 6.5132 -2.5121 3.5061
H 5.8637 0.8131 1.0271
H -2.1302 -5.5706 -0.7971
C 6.5425 -1.8396 2.6616
N 1.9773 3.4785 -7.2522
H -1.0097 4.6643 -7.8079
B -4.4082 -1.0368 -0.3032
C 7.2316 -2.0377 1.4392
H -2.7824 -8.0041 -1.8137
H 1.1575 -1.4678 -0.8443
H 0.2190 0.0163 4.1582
H 3.3163 -1.4297 3.9974
O -3.5939 1.6667 -3.9796
H 3.0268 2.8003 -4.1193
H -2.0389 -0.5450 5.4314
H 5.2823 -0.1008 3.2876
H 1.3899 1.5471 4.0239
C 3.3415 -2.0658 6.1440
C 0.9168 0.2617 0.6234
H -1.1402 3.3350 -4.2386
C -3.0499 -0.8034 4.9367
H 2.3936 -3.0698 7.9042
H -0.5988 -0.2762 -3.9717
H -6.0795 -0.0189 0.4605
H -6.2671 -5.4369 -1.5539
C 1.6030 -2.5324 4.7968
H 0.0727 3.3082 -2.8020
C -5.2834 -5.8800 -1.5225
H -1.9244 -0.1890 3.0964
H -0.7455 1.2029 -5.0723
C -1.2540 3.1320 3.3304
N 6.1932 -0.0791 1.3575
C -0.4015 0.8573 -4.0270
H 1.7401 3.4083 0.5060
H 2.0561 0.3197 0.4896
O -3.5171 -2.1621 -0.1724
H 4.1104 0.5536 -3.8693
C 0.3223 -0.7958 -0.4561
N -4.2111 -5.1735 -1.0493
H -1.3729 1.9715 5.3494
H 4.3767 2.2447 -0.0362
H 2.9621 3.5356 -7.0514
H 1.4929 5.5570 -7.2439
C -4.8403 -7.1265 -1.8929
H 0.2226 5.0578 1.0280
H 1.4473 2.5812 2.1315
C -2.9196 -0.7287 3.3190
C -4.1650 0.0438 2.6403
H 3.1282 4.0006 -1.6856
C 1.1305 4.5483 -7.3701
C -3.4476 -7.1718 -1.6377
H -0.4888 -2.6493 0.6321
H -5.4508 -7.9174 -2.3026
H -4.7846 -2.1320 2.2216
H 4.9629 0.0742 -1.5622
C 2.8344 -1.9233 4.8286
C 0.2595 1.7080 0.3294
O -2.1948 -1.3043 -2.0589
H 0.7101 -0.0423 1.7037
B -3.0486 -0.1322 -2.0659
H -4.7000 0.5887 3.5040
C -0.7692 2.0502 4.3921
H 7.8329 -2.8915 1.1647
C 6.9949 -0.9367 0.6529
H -1.1505 -1.0405 1.1970
H 4.2875 -1.7027 6.5175
H 0.5205 -3.5442 6.3083
C -0.1718 4.0615 1.4418
C 4.4674 0.9952 -1.8305
C -0.1239 4.0662 -7.6540
N -1.1719 1.5860 -2.9814
O -0.4691 4.2184 2.8595
C -0.0319 2.6528 -7.7034
N 4.0225 1.2061 -3.1077
H 0.2685 2.0107 -0.7674
H -3.5258 2.6380 -4.0884
B -2.6004 1.1409 -3.0810
H -0.8337 1.9572 -7.9026
C 1.2756 2.3188 -7.4488
C 3.4395 2.4423 -3.1881
H 0.8872 -2.6486 3.9967
H -1.7411 3.6714 -2.4959
H -2.7837 -1.7977 2.9439
B -2.2050 -1.7241 -0.6581
C 2.4029 -2.7561 6.8717
C 0.3208 1.1591 4.1972
H 7.3281 -0.6895 -0.3436
N 1.3507 -3.0406 6.0427
O -2.4154 3.0247 2.8619
C 4.1580 2.1071 -1.0851
O -4.2645 0.0188 -1.3078
C -1.0080 3.0625 -3.1222
C 0.9461 2.9169 1.1574
H 0.7240 0.9990 -3.9158
H -3.7914 -0.0264 5.3412
H -6.1328 -0.9947 2.6957
```

## Properties
E_tot: -2302.0690 Eh
SMILES: C=CC(=O)OCCCCCCB1OB(NCCCC)OB(B(O)N(C)C)O1.c1cc[nH]c1.c1cc[nH]c1.c1cc[nH]c1.c1cc[nH]c1.c1cc[nH]c1
HOMO-LUMO gap: 7.541 eV

***

Record 2
Computed, not measured: 9 unconnected molecules or ions with the total composition C35H57BN2O29 in a non-equilibrium geometry, with ωB97M-V/def2-TZVPD.

Geometry as XYZ:
```
124
C35H57BN2O29 (ωB97M-V/def2-TZVPD)
H -1.9601 4.5595 0.0438
H 5.7821 5.2256 2.9697
C 0.6303 5.4864 -0.2916
H -5.9239 -4.2328 9.7199
H -7.1115 -3.8397 7.0129
C -0.5245 -3.6188 -8.4746
O 5.8220 2.2808 -9.0277
C -1.0192 4.0599 0.2900
C -6.9423 -2.5660 8.7121
O 0.6443 -1.2419 1.2994
O -2.2640 0.5652 0.9558
H 1.1263 -2.0512 -7.0765
H -7.6191 -2.1777 6.7109
C -7.4570 -1.6920 10.7425
C 3.2560 5.4517 2.0554
C 1.2200 -1.7938 -8.1344
O -0.9009 -2.7159 -4.0791
O -0.9023 -1.2313 -8.7536
C 3.6757 4.9388 3.4039
C -0.7800 -3.6129 6.3125
H -0.4836 -4.5056 6.8605
H 4.2315 1.5634 -6.3181
H 2.7700 -1.5502 -1.9575
H 1.2005 -1.0029 -3.7426
C 4.9474 -0.3198 2.4456
H 5.6874 0.4671 2.2467
H 4.1062 0.1046 3.0124
H -4.2711 0.9938 0.7654
C 1.7050 -1.6805 -1.7651
H 5.2396 6.1218 4.4141
H 5.4083 -1.1203 3.0335
H -1.8475 3.8255 -2.4259
C -0.2214 -0.0956 -8.5104
H 0.2940 -2.3319 -10.0044
H -1.1869 3.3091 1.0577
O 7.6957 3.1750 -8.1445
C 3.4827 1.6828 -9.3358
H -0.6279 2.6241 -2.8681
H 1.5752 -2.5791 -1.1587
H -5.7646 -1.3230 -0.0974
O 3.6919 3.4967 3.3912
C 5.1086 5.2173 3.8290
C -1.9098 -3.9114 5.3652
H 3.8771 5.0110 1.2745
H 0.0495 1.0737 1.7777
O -0.0925 5.0429 0.7704
C 1.8834 -0.8034 1.9024
H -4.9403 -1.8498 -1.5699
H 0.7362 -3.0754 1.8033
O -7.6919 -1.5561 9.4184
B 2.0418 1.5790 1.3777
C -1.2155 3.0224 -2.0428
H 1.3454 -0.8161 -1.2084
H 3.6223 1.1518 -10.2770
O 0.1665 -4.3296 -5.2313
C -2.3691 -2.7558 4.4975
H 2.2200 5.1942 1.8501
O 0.1508 -2.3444 2.0668
H 2.6223 1.2534 -8.8231
O 4.4798 -0.8833 1.2048
C -0.3196 3.5339 -0.9489
C -3.6313 0.1365 0.9902
C -7.6290 -2.9834 7.4434
H -8.6691 -3.2460 7.6433
C 0.9478 -1.8135 -3.0534
H -7.7063 -4.2834 9.7963
C 4.6566 3.0448 4.2201
H 1.6387 -0.3860 2.8922
O 0.3933 4.7196 -1.3708
C -3.6728 -0.8961 -0.1210
C 0.1797 -3.4543 -4.4196
H 3.2882 2.8913 2.2838
O -5.3132 -4.0931 5.5471
C 4.6064 2.2169 -7.1008
H 2.1887 -2.1141 -8.5085
O 4.1610 0.6677 -0.3852
H -1.6802 -4.7815 4.7435
N 2.4016 0.1828 0.9830
O 1.3932 6.4014 -0.2543
H -2.3081 -1.8025 5.0292
H 2.9760 5.2357 4.1899
O -2.6731 -0.3639 -1.0170
H 3.3464 6.5368 2.0139
H -1.0857 -0.9881 -2.9465
H 4.0119 3.1333 -7.1361
H 0.4252 2.7845 -0.6737
C 4.7036 1.5649 -8.4673
H -1.8477 2.2228 -1.6529
N 0.6791 1.8669 1.7013
O 4.7606 1.8869 4.4870
H 3.2834 2.7296 -9.5674
C -0.5569 -1.9363 -2.9245
H -5.9558 -2.1425 8.4995
H 2.5693 -1.6500 2.0000
C -6.8277 -3.6333 9.7832
H 0.0818 -3.2483 5.7517
C 3.7307 0.0329 0.5136
O 1.0896 -0.3735 -8.2791
H -1.0822 -2.8538 7.0348
O 5.4376 4.0562 4.6287
C -4.9929 -1.0605 -0.8220
H 5.0133 0.5202 -8.3634
C -1.7911 0.3602 -0.3000
O 1.2633 -3.0577 -3.7263
O -6.8109 -2.8592 10.9864
H -3.8684 -0.2566 1.9749
O -7.7703 -0.9047 11.5769
O 5.9681 2.5616 -6.8296
O -0.7455 0.7648 -0.6981
O 3.0247 2.5430 1.4157
H -5.2733 -0.1336 -1.3234
O -0.6832 1.0008 -8.4933
C -4.1744 -3.8215 5.3258
H 0.2562 -4.3800 -8.4723
H -0.9117 -3.5214 -7.4607
H 0.5874 2.4372 2.5374
C 6.6056 2.7178 -8.0156
O -3.7520 -3.0697 4.2843
O -3.1264 -4.2110 6.0818
H -1.3345 -3.9544 -9.1209
H -0.8354 -2.5010 -2.0304
H -1.8519 -2.6809 3.5447
H -3.2985 -1.8565 0.2444
C 0.0418 -2.3081 -8.9404
```

## Properties
E_tot: -3684.3449 Eh
SMILES: COC(=O)N(COO)B(N)O.C[C@@H]1COC(=O)O1.C[C@@H]1COC(=O)O1.C[C@@H]1COC(=O)O1.C[C@@H]1COC(=O)O1.C[C@@H]1COC(=O)O1.C[C@@H]1COC(=O)O1.C[C@@H]1COC(=O)O1.C[C@@H]1COC(=O)O1
HOMO-LUMO gap: 10.075 eV